[1]
The following is a DFT calculation (the ωB97M-V functional and the def2-TZVPD basis) of 14 unconnected molecules or ions with the total composition C49H83N13O7.

XYZ file:
```
152
Properties=species:S:1:pos:R:3:lowdin_charge:R:1
C -0.0161 -3.0371 3.5584 0.000
C 1.4269 -3.3355 3.0744 -0.405
O 1.7014 -3.3045 1.8499 -0.015
C 2.5283 -3.6645 4.0934 -0.012
H -0.0604 -1.9881 3.8510 0.080
H -0.1433 -3.8303 4.2951 0.082
H -0.7487 -3.2121 2.7705 0.063
H 3.4703 -3.7601 3.5534 0.083
H 2.2509 -4.5967 4.5853 0.083
H 2.6545 -2.8416 4.7970 0.080
C -3.4923 -3.8315 4.1235 0.004
C -4.1410 -3.6873 2.7334 -0.546
O -4.5075 -4.6650 2.1333 0.050
N -4.1386 -2.4373 2.2432 -0.003
C -4.6977 -1.9346 1.0913 -0.103
H -2.8395 -2.9692 4.2591 0.036
H -2.8597 -4.7166 4.1904 0.079
H -4.1841 -3.8625 4.9654 0.080
H -3.7895 -1.7429 2.8883 0.071
H -3.9896 -1.2729 0.5926 0.063
H -5.6030 -1.3810 1.3403 0.090
H -4.9400 -2.7028 0.3570 0.092
C 1.6807 -2.7421 -1.9375 0.011
C 2.6889 -3.8311 -2.4391 -0.545
O 3.8582 -3.7549 -2.0963 0.007
N 2.2810 -4.7186 -3.3557 0.027
C 3.1502 -5.7974 -3.8693 -0.057
H 1.6233 -1.9369 -2.6698 0.055
H 2.0080 -2.1553 -1.0792 0.061
H 0.6957 -3.1834 -1.7857 0.062
H 1.2920 -4.8434 -3.5184 0.122
H 2.4706 -6.6368 -4.0169 0.080
H 4.0279 -6.0589 -3.2784 0.083
H 3.4682 -5.5372 -4.8789 0.075
C -1.2009 -4.9001 -0.0046 0.005
C -0.0607 -5.8257 -0.4261 -0.517
O -0.2503 -6.4971 -1.4578 0.000
N 1.0965 -5.7487 0.2908 0.017
C 2.2293 -6.5811 -0.0440 -0.064
H -2.0049 -5.3751 0.5575 0.081
H -1.6246 -4.5819 -0.9572 0.061
H -0.9683 -3.9920 0.5515 0.046
H 1.1988 -4.8940 0.8192 0.074
H 2.2722 -7.4191 0.6516 0.080
H 3.0954 -5.9192 -0.0426 0.085
H 2.1032 -6.9834 -1.0491 0.073
C 4.3406 -0.4238 -5.2620 0.001
C 3.1164 0.5410 -5.2384 -0.486
O 2.5895 0.9047 -6.3234 -0.010
N 2.6613 0.8826 -4.0239 0.022
C 1.5520 1.7409 -3.9782 -0.078
H 4.1183 -1.3265 -4.6930 0.077
H 5.2485 0.0547 -4.8948 0.040
H 4.7660 -0.6297 -6.2442 0.077
H 3.0295 0.6047 -3.1254 0.094
H 1.7418 2.6916 -3.4799 0.070
H 0.8003 1.2597 -3.3526 0.061
H 1.0793 1.9513 -4.9376 0.091
C -3.1515 -0.2301 6.0270 0.026
C -2.4187 0.0324 4.7374 -0.527
O -2.7119 -0.4289 3.6445 -0.014
N -1.4239 0.9278 4.6891 0.047
C -1.0773 1.8840 5.7346 -0.060
H -4.1734 -0.5315 5.7966 0.094
H -3.3049 0.7154 6.5473 0.069
H -2.5462 -0.9213 6.6135 0.100
H -0.8836 0.8339 3.8410 0.112
H -0.3145 1.4285 6.3661 0.085
H -1.9312 2.1324 6.3649 0.074
H -0.7438 2.8669 5.4018 0.068
C 0.3676 4.5595 1.5463 0.000
C -0.4432 5.3727 2.4991 -0.559
O -1.4567 5.9879 2.1413 0.025
N 0.0051 5.4537 3.7623 0.001
C -0.6595 6.0798 4.9172 -0.060
H 0.7987 3.6476 1.9593 0.060
H 1.1577 5.2088 1.1692 0.090
H -0.3889 4.3218 0.7984 0.077
H 0.9577 5.1274 3.8397 0.124
H -1.7407 6.1924 4.8379 0.088
H -0.2240 7.0682 5.0635 0.076
H -0.3455 5.5964 5.8423 0.069
N 2.7091 5.5176 -2.1279 0.000
C 1.6984 4.6843 -1.6829 -0.148
C 0.5468 5.2334 -2.2337 -0.106
C 0.8990 6.2406 -3.1698 -0.102
C 2.2413 6.3804 -3.0698 -0.154
H 3.6677 5.4622 -1.8149 0.138
H 1.8637 3.9801 -0.8809 0.097
H -0.4339 4.8163 -2.0584 0.073
H 0.2599 6.8712 -3.7700 0.096
H 2.8844 7.0561 -3.6142 0.110
N -4.8974 1.9225 0.2030 0.039
C -4.6205 1.7734 1.5045 -0.186
C -4.3490 3.0294 2.1178 -0.121
C -4.4659 4.0011 1.1487 -0.112
C -4.8898 3.3121 0.0073 -0.121
H -5.1291 1.2269 -0.4917 0.151
H -4.6682 0.8044 1.9790 0.082
H -4.1576 3.3204 3.1400 0.090
H -4.3833 5.0734 1.2469 0.101
H -5.0799 3.6439 -1.0028 0.099
N 3.4977 1.0500 3.9625 0.010
C 2.2294 1.6234 3.8025 -0.137
C 1.6414 1.0365 2.7500 -0.128
C 2.4887 -0.0027 2.3559 -0.123
C 3.6426 0.0119 3.0961 -0.116
H 4.1500 1.2650 4.7029 0.145
H 2.0131 2.5227 4.3601 0.099
H 0.6992 1.3167 2.3026 0.081
H 2.3289 -0.6730 1.5242 0.087
H 4.5712 -0.5387 3.0658 0.119
N 5.2952 1.2984 -2.7248 0.018
C 5.3676 0.0246 -2.2238 -0.136
C 4.6357 -0.0536 -1.0393 -0.109
C 3.9908 1.1145 -0.9162 -0.153
C 4.4750 2.0007 -1.8563 -0.136
H 5.6725 1.6620 -3.5883 0.146
H 5.9829 -0.7475 -2.6616 0.114
H 4.6591 -0.9043 -0.3742 0.108
H 3.3101 1.3813 -0.1212 0.090
H 4.3531 3.0472 -2.0936 0.095
N -2.3797 2.6923 -5.6466 -0.004
C -1.9626 3.5441 -4.6717 -0.136
C -2.2461 2.9693 -3.4638 -0.121
C -2.7331 1.6999 -3.7577 -0.124
C -2.9113 1.5766 -5.1320 -0.119
H -2.2946 2.9344 -6.6234 0.154
H -1.5282 4.4912 -4.9558 0.107
H -2.0908 3.3022 -2.4482 0.075
H -2.9949 0.9438 -3.0323 0.068
H -3.3056 0.8391 -5.8154 0.114
N -2.0706 -1.5780 -2.7322 0.041
C -2.8595 -2.6832 -2.7605 -0.156
C -2.4130 -3.6347 -3.7068 -0.070
C -1.2586 -3.0002 -4.2514 -0.131
C -1.0312 -1.8532 -3.5876 -0.179
H -2.1889 -0.7633 -2.1471 0.110
H -3.7144 -2.7866 -2.1087 0.093
H -2.8594 -4.5923 -3.9309 0.092
H -0.6166 -3.3928 -5.0261 0.096
H -0.3949 -1.0112 -3.8169 0.107
N -1.6133 0.1816 0.7656 0.055
C -1.5496 1.5016 0.3498 -0.128
C -0.5396 1.6273 -0.5949 -0.119
C 0.1084 0.3885 -0.7323 -0.104
C -0.5775 -0.4688 0.1241 -0.141
H -2.2731 -0.1749 1.4421 0.091
H -2.1411 2.3188 0.7354 0.088
H -0.2912 2.5261 -1.1398 0.071
H 0.9451 0.2066 -1.3904 0.074
H -0.3173 -1.4787 0.4047 0.096
```

E, a.u.: -3155.361889
E_HOMO, eV: -7.72


[2]
The following is a DFT calculation (the ωB97M-V functional and the def2-TZVPD basis) of 2 unconnected molecules or ions with the total composition CH4INO2.

XYZ file:
```
9
Properties=species:S:1:pos:R:3:nbo_charge:R:1
N -0.4077 0.3547 1.2069 -0.383
O -0.9599 0.7437 0.0382 -0.663
H -0.1293 1.1628 1.7903 0.371
H -1.0436 -0.2610 1.7427 0.374
H 0.4812 -0.2058 0.9597 0.400
O 1.3277 -0.6430 -0.3469 -0.623
C 0.6707 -0.2727 -1.2846 0.326
I -0.7436 -1.5333 -2.2718 0.032
H 0.8044 0.6545 -1.8345 0.167
```

E, a.u.: -543.327965
E_HOMO, eV: -9.03
SMILES: [NH3+][O-].O=CI
Energy relative to the best compared isomer or geometry (same formula, charge and spin), kJ/mol: 28.6


[3]
The following is a DFT calculation (the ωB97M-V functional and the def2-TZVPD basis) of 2 unconnected molecules or ions with the total composition H8N2Si2.

XYZ file:
```
12
Properties=species:S:1:pos:R:3:nbo_charge:R:1
N 1.1028 0.0108 2.0629 -1.304
N -0.4409 -0.3754 -0.2167 -1.556
Si -1.3005 -0.0446 -1.6823 1.066
Si 1.0408 0.1886 0.3439 1.701
H 1.8312 0.5591 2.6273 0.430
H 0.1835 -0.0440 2.4018 0.405
H -1.0799 -0.9262 0.3592 0.424
H -0.9435 -0.9450 -2.8476 -0.184
H -2.7022 -0.2163 -1.2825 -0.181
H -0.8361 1.3821 -1.9627 -0.131
H 0.3306 2.7009 -0.3730 -0.504
H 2.0096 0.0934 -0.7561 -0.165
```

E, a.u.: -693.197822
E_HOMO (spin up / spin down), eV: -7.12 / -7.13
Energy relative to the best compared isomer or geometry (same formula, charge and spin), kJ/mol: 352.5


[4]
The following is a DFT calculation (the ωB97M-V functional and the def2-TZVPD basis) of a molecular structure, C8H21NO4Rb.

XYZ file:
```
35
Properties=species:S:1:pos:R:3:nbo_charge:R:1
Rb -1.0387 0.6360 2.0866 0.972
C -1.5940 -3.2984 1.2322 -0.258
O -2.4293 -2.1679 0.9734 -0.565
C -2.8128 -2.0546 -0.3931 -0.071
C -1.7683 -1.4391 -1.2875 -0.251
N -1.7315 0.0295 -1.0456 -0.665
C -0.7452 0.7209 -1.8491 -0.248
C -0.4602 2.1222 -1.2877 -0.070
O 0.0996 1.9992 0.0035 -0.599
C 0.6128 3.2356 0.4934 -0.274
H -0.6920 -3.2209 0.6223 0.164
H -2.1536 -4.2263 1.1109 0.194
H -1.2984 -3.2376 2.2798 0.193
H -3.6494 -1.3515 -0.3908 0.185
H -3.1053 -3.0390 -0.7674 0.191
H -2.0427 -1.5442 -2.3400 0.194
H -0.8205 -1.9385 -1.0800 0.199
H -2.6630 0.3862 -1.2199 0.363
H -1.0381 0.9053 -2.8926 0.190
H 0.1997 0.1824 -1.9152 0.214
H -1.4137 2.6691 -1.2385 0.170
H 0.1608 2.6649 -2.0078 0.198
H 1.3227 3.1162 1.3044 0.196
H -0.1969 3.8960 0.8360 0.178
H 1.0236 3.8292 -0.3271 0.204
C 2.7464 0.2106 1.6871 -0.099
C 3.5081 0.2046 0.3595 -0.080
O 2.7126 0.6209 -0.7052 -0.724
O 1.5712 -0.5763 1.6600 -0.770
H 2.5021 1.2663 1.8611 0.165
H 3.3836 0.0057 2.5527 0.189
H 3.8416 -0.8165 0.1490 0.166
H 4.3806 0.8351 0.5487 0.182
H 1.8302 0.8518 -0.3911 0.480
H 1.7581 -1.4769 1.3780 0.489
```

E, a.u.: -696.982027
E_HOMO, eV: -12.47
Charge: +1
Energy relative to the best compared isomer or geometry (same formula, charge and spin), kJ/mol: 46.4


[5]
The following is a DFT calculation (the ωB97M-V functional and the def2-TZVPD basis) of a single C3H5NO2 molecule.

XYZ file:
```
11
Properties=species:S:1:pos:R:3:nbo_charge:R:1
H -1.4758 -3.1563 0.5513 0.349
N -0.5984 -2.6580 0.4119 -0.628
C -0.8356 -1.4306 0.2871 0.373
O 0.2303 -0.5872 0.0748 -0.509
C -0.0388 0.7496 -0.0275 0.802
C 1.1979 1.5327 -0.3642 -0.722
O -1.1370 1.2210 0.1147 -0.578
H -1.7926 -0.9090 0.3139 0.179
H 2.0800 0.8954 -0.4254 0.239
H 1.0273 2.0285 -1.3224 0.248
H 1.3427 2.3139 0.3859 0.247
```

E, a.u.: -322.549006
E_HOMO, eV: -10.59
SMILES: [H]/N=C/OC(C)=O
Energy relative to the best compared isomer or geometry (same formula, charge and spin), kJ/mol: 66.5


[6]
The following is a DFT calculation (the ωB97M-V functional and the def2-TZVPD basis) of 2 unconnected molecules or ions with the total composition C7H14O.

XYZ file:
```
22
Properties=species:S:1:pos:R:3:nbo_charge:R:1
C 0.9060 -1.4237 1.1996 -0.673
C 0.6722 0.0639 1.1484 0.039
C 1.0972 0.8699 2.1868 -0.106
C 0.2406 -0.1050 -1.2357 0.115
C 0.2034 0.6529 -0.0672 0.038
C 0.0158 2.1379 -0.1250 -0.683
C -0.2377 0.3790 -2.5482 -0.715
H 1.6168 -1.6761 0.4203 0.240
H 1.3016 -1.7251 2.1617 0.241
H -0.0259 -1.9488 1.0260 0.270
H 0.9270 1.9292 2.1115 0.211
H 1.4150 0.4010 3.1030 0.224
H 0.3625 -1.1741 -1.1728 0.234
H 0.9697 2.6575 -0.1701 0.261
H -0.4399 2.4645 -1.0582 0.247
H -0.5564 2.4540 0.7422 0.244
H 0.6148 0.7032 -3.1585 0.287
H -0.6592 -0.4730 -3.0847 0.267
H -0.9786 1.1672 -2.5283 0.248
H -2.8036 -2.2194 0.4714 0.488
H -2.2816 -1.1073 -0.4280 0.462
O -2.1609 -2.0411 -0.2242 -0.939
```

<S²>: 0.795
E, a.u.: -350.016681
E_HOMO (spin up / spin down), eV: -14.35 / -15.02
Charge: +1
Spin multiplicity: 2
Energy relative to the best compared isomer or geometry (same formula, charge and spin), kJ/mol: 1.6


Q: Among the records above, which one has the highest E?
A: C3H5NO2